DFT (ωB97M-V with the def2-TZVPD basis set) results for a single C5H10O molecule.

Atoms and positions in Å:
C  1.8883  -0.1142  0.3852
C  0.8457  0.4810  -0.5556
C  -0.5940  0.0785  -0.2860
C  -0.8490  -1.2261  0.4415
C  -1.6387  1.1144  -0.2166
O  -1.4665  0.3258  -1.3836
H  1.9630  -1.2001  0.2652
H  1.6627  0.0890  1.4384
H  2.8751  0.3031  0.1677
H  1.0618  0.1712  -1.5842
H  0.9181  1.5753  -0.5473
H  -0.1201  -1.9939  0.1496
H  -0.7715  -1.1102  1.5309
H  -1.8441  -1.6043  0.1926
H  -1.3601  2.1656  -0.3273
H  -2.5709  0.9451  0.3296

Values from the calculation:
**Relative energy (zero: lowest compared OMol25 entry of this formula, charge and spin)**: 28.0 kcal/mol
**E_LUMO**: 1.01 eV
**Total energy**: -271.7080 a.u.
**Charge**: 0
**Frontier orbital gap**: 11.1 eV
**Structure (SMILES)**: CC[C@@]1(C)CO1